1.
Here is C16H52N12O10 as an isolated structure in a non-equilibrium geometry from OMol25. Energies are from wB97M-V/def2-TZVPD.

```
90
Properties=species:S:1:pos:R:3
C -2.428 7.215 9.907
O -3.169 7.511 9.025
N -2.831 6.745 11.059
N -1.139 7.492 9.819
H -3.818 6.545 11.138
H -2.166 6.820 11.816
H -0.528 6.993 10.449
H -0.725 7.995 9.048
C -8.037 4.926 12.158
O -6.919 4.715 12.536
N -8.908 4.009 12.316
N -8.529 6.011 11.646
H -8.518 3.165 12.712
H -9.875 4.058 12.027
H -9.492 5.902 11.360
H -7.822 6.664 11.339
C -5.509 8.618 10.537
O -4.854 7.996 11.393
N -6.797 8.703 10.629
N -5.046 9.059 9.403
H -7.264 9.118 9.836
H -7.339 8.369 11.414
H -5.666 9.541 8.768
H -4.049 9.029 9.247
C -7.234 7.832 13.023
O -7.988 7.967 12.065
N -5.948 7.593 12.824
N -7.572 7.941 14.316
H -5.587 7.780 11.899
H -5.270 7.598 13.573
H -6.885 8.099 15.039
H -8.501 8.243 14.573
C -5.397 5.321 16.330
O -5.437 5.554 17.515
N -5.075 4.165 15.780
N -5.815 6.070 15.329
H -4.957 3.447 16.480
H -4.798 4.030 14.818
H -6.217 6.973 15.537
H -5.532 5.826 14.390
C -7.926 3.037 14.512
O -8.324 2.311 13.568
N -7.354 4.185 14.400
N -7.857 2.676 15.775
H -7.397 4.601 13.480
H -6.846 4.471 15.225
H -8.340 1.813 15.981
H -7.374 3.190 16.498
C -6.546 5.609 9.781
C -6.786 5.951 8.357
O -6.374 7.271 8.056
H -7.093 6.183 10.529
H -5.477 5.686 9.980
H -6.848 4.576 9.957
H -7.857 5.933 8.152
H -6.355 5.312 7.586
H -5.435 7.300 7.861
C -0.543 4.815 13.495
C -0.482 5.300 12.054
O -0.624 6.722 12.045
H 0.079 5.527 14.037
H -0.180 3.809 13.707
H -1.566 4.885 13.864
H -1.259 4.891 11.408
H 0.397 4.977 11.495
H 0.240 6.938 12.401
C -4.592 5.219 11.303
C -4.367 5.056 12.802
C -3.157 5.847 13.263
O -5.514 5.468 13.540
H -3.790 4.839 10.669
H -4.895 6.247 11.105
H -5.469 4.624 11.049
H -4.225 3.982 12.923
H -3.228 6.865 12.878
H -2.280 5.428 12.769
H -2.978 5.779 14.336
H -6.305 5.416 12.998
C 0.387 4.337 9.377
C -0.901 3.943 8.588
C -2.152 4.174 9.365
O -1.034 4.967 7.559
H 0.382 3.805 10.328
H 0.491 5.412 9.529
H 1.354 4.081 8.944
H -0.836 2.925 8.204
H -2.154 3.480 10.206
H -3.030 3.892 8.785
H -2.406 5.187 9.677
H -1.313 5.810 7.924
```

Values from the calculation:
Energy above the lowest of the compared OMol25 structures with the same formula, charge and spin   3276.1 kJ/mol
Highest occupied orbital energy   -0.30041 hartree
Multiplicity   1
Charge   0
Gap between HOMO and LUMO   8.35 eV
Molar mass   572.666 g mol⁻¹

How positive or negative is each atom? The Mulliken charges in e answer that: -0.2455, -0.8091, 1.1880, -0.0982, -0.6441, 0.1141, 0.0318, 0.2901, 1.5248, -0.7039, -0.4457, -0.2074, 0.1515, 0.2040, 0.2678, 0.3745, -0.1118, -0.6296, -0.5134, -0.3144, 0.2446, 0.4258, 0.2112, 0.2326, 0.3969, -0.8105, -0.3694, -0.2987, -0.1495, 0.8867, 0.1549, 0.2789, 0.1792, -0.7726, -0.3726, -0.3908, 0.2102, 0.2080, -0.4080, 1.6526, 0.0214, -0.8295, -0.7332, -0.3354, -0.3181, 0.1796, 0.2870, 0.1446, 0.4132, -1.3240, -0.5312, -0.7504, 0.4651, 0.5380, 0.3833, 0.3492, 0.3278, -1.1984, -0.6344, -0.6683, 0.3512, 0.4016, 0.1754, -0.0360, 0.9992, 0.4667, -1.1113, 0.0298, -1.2097, -0.1176, 0.0306, 0.1744, 0.7326, 1.3818, 0.3904, -0.8556, 0.9080, 0.7160, -1.2302, 0.3130, -0.8462, -0.6398, 0.4118, 0.1933, 0.4590, 0.4584, 0.5751, 0.2577, -0.5280, 0.4287

=====

2.
Here is a 10-piece molecular cluster, C16H52O16 overall in a non-equilibrium geometry from OMol25. Energies are from wB97M-V/def2-TZVPD.

```
84
Properties=species:S:1:pos:R:3
C 1.718 -4.239 1.326
O 1.891 -4.510 -0.072
H 0.662 -4.119 1.571
H 2.210 -5.050 1.862
H 2.353 -3.394 1.587
H 2.842 -4.532 -0.197
C 0.921 -2.276 4.674
O 1.745 -1.636 3.744
H 1.317 -2.199 5.686
H -0.010 -1.713 4.748
H 0.677 -3.317 4.464
H 2.615 -2.039 3.697
C -2.392 -0.106 -4.284
O -3.262 -0.096 -3.139
H -2.051 -1.129 -4.446
H -2.988 0.184 -5.149
H -1.532 0.551 -4.156
H -2.714 -0.299 -2.378
C 1.659 3.591 1.432
O 1.686 2.175 1.252
H 2.588 4.086 1.147
H 0.822 4.028 0.887
H 1.460 3.939 2.445
H 0.904 1.826 1.686
C -2.828 3.435 -1.675
C -1.627 3.651 -2.588
O -0.478 4.416 -2.099
O -3.586 4.597 -1.431
H -2.510 3.048 -0.707
H -3.577 2.787 -2.133
H -1.993 4.007 -3.551
H -1.049 2.731 -2.675
H -0.672 5.337 -2.288
H -3.013 5.041 -0.801
C -4.826 -1.834 0.343
C -4.286 -1.044 1.546
O -3.700 0.227 1.154
O -3.753 -2.435 -0.359
H -5.286 -1.172 -0.390
H -5.486 -2.665 0.588
H -3.518 -1.577 2.105
H -5.049 -0.864 2.303
H -4.456 0.799 1.000
H -3.054 -1.777 -0.355
C 0.729 1.163 5.534
C 2.058 1.751 4.971
O 2.753 2.799 5.655
O -0.222 2.199 5.769
H 0.895 0.639 6.475
H 0.231 0.442 4.885
H 1.927 2.082 3.941
H 2.775 0.929 4.969
H 2.074 3.416 5.939
H -0.874 1.858 6.386
C 1.468 -4.447 -4.468
C 1.676 -3.338 -3.464
O 0.899 -2.202 -3.825
O 2.246 -5.568 -4.133
H 1.640 -4.040 -5.464
H 0.419 -4.726 -4.566
H 2.730 -3.059 -3.447
H 1.286 -3.635 -2.491
H 0.951 -1.564 -3.110
H 1.754 -5.941 -3.398
C 3.113 2.713 -2.584
C 2.138 1.625 -2.046
O 2.017 0.403 -2.799
O 4.428 2.214 -2.880
H 3.170 3.534 -1.870
H 2.705 3.141 -3.500
H 1.146 2.077 -2.015
H 2.435 1.419 -1.018
H 1.797 0.714 -3.681
H 4.304 1.531 -3.543
C 0.234 -0.847 0.655
C -0.483 -0.099 -0.514
O -1.847 -0.384 -0.637
O -0.067 -0.241 1.881
H 1.312 -0.894 0.497
H 0.000 -1.909 0.723
H -0.002 -0.322 -1.467
H -0.247 0.965 -0.513
H -2.277 -0.099 0.173
H 0.333 -0.728 2.605
```

Values from the calculation:
Energy above the lowest of the compared OMol25 structures with the same formula, charge and spin   108.2 kJ/mol
Highest occupied orbital energy   -0.35593 hartree
Multiplicity   1
Charge   0
Gap between HOMO and LUMO   9.85 eV
Molar mass   500.576 g mol⁻¹
Structure (SMILES)   OCCO.OCCO.OCCO.OCCO.OCCO.OCCO.CO.CO.CO.CO

How positive or negative is each atom? The Mulliken charges in e answer that: -0.6390, -0.4663, 0.2157, 0.4394, 0.2168, 0.2644, -0.6838, -0.4674, 0.3563, 0.2635, 0.2966, 0.2457, -0.4866, -0.5396, 0.2521, 0.3110, 0.1073, 0.2733, -0.7299, -0.3518, 0.3299, 0.1865, 0.3370, 0.1253, -0.2172, 0.0804, -0.5012, -0.5994, 0.2205, 0.2068, 0.3444, -0.1229, 0.2730, 0.3434, -0.1999, -0.6871, -0.5645, -0.5735, 0.2191, 0.3375, 0.2230, 0.4245, 0.2864, 0.4441, -0.1917, 0.1637, -0.5604, -0.5529, 0.3856, 0.1096, -0.1015, 0.1886, 0.3371, 0.2927, -0.7547, 0.1659, -0.5239, -0.5305, 0.3686, 0.3250, 0.2389, 0.0979, 0.2065, 0.3228, -0.6967, 0.4687, -0.4153, -0.5487, 0.3628, 0.3566, -0.3629, 0.1602, 0.3226, 0.3275, -0.2588, 0.1020, 0.3132, -0.3997, 0.5103, 0.2457, -0.6311, 0.0604, 0.2282, 0.0740